The following is a DFT calculation (ωB97M-V/def2-TZVPD) of one molecule with the formula C4H7ClS2.

Geometry as XYZ:
```
14
Properties=species:S:1:pos:R:3:nbo_charge:R:1
C -0.411 -1.909 0.896 -0.6226
C -0.387 -0.459 0.410 -0.0515
C 0.841 0.416 0.320 -0.3878
C 0.234 -0.138 -0.918 -0.3690
H 0.502 -2.440 0.553 0.2257
H -1.234 -2.517 0.588 0.2309
H -0.414 -1.938 1.990 0.2225
H 1.755 -0.077 0.569 0.2368
H -0.116 2.039 1.774 0.1394
H -0.396 0.568 -1.464 0.2420
H 1.792 -0.541 -2.626 0.1381
S 0.794 2.140 0.793 0.0046
S 0.973 -1.409 -1.980 -0.0107
Cl -1.871 0.338 0.786 0.0016
```

Summary:
Highest occupied orbital energy: -9.169 eV
SMILES: CC1(Cl)[C@H](S)[C@H]1S
E: -1413.13772 Eh
Net charge: 0
Energy relative to the best compared isomer or geometry (same formula, charge and spin): 0.799 eV
Spin multiplicity: 1